C7H9AlNO2 | ωB97M-V with the def2-TZVPD basis set

**LUMO level**: 3.52 eV
**Spin multiplicity**: 1
**M**: 166.14 g mol⁻¹
**DFT total energy**: -719.8814 hartree
**Gap between HOMO and LUMO**: 9.06 eV
**HOMO level**: -0.2038 Eh
**Net charge**: -1

Geometry (Å):
O: -1.3032 -0.9649 2.1892
C: -0.9507 -1.7315 1.3172
O: -1.8683 -2.0973 0.3454
C: 0.3733 -2.3110 1.1565
Al: 1.2574 -1.3272 -0.4387
C: 0.5295 0.5684 -0.4149
C: -0.3735 1.0165 -1.3595
C: -0.8392 2.3111 -1.2549
C: -0.3958 3.0982 -0.2370
N: 0.4925 2.7368 0.6895
C: 0.9142 1.4765 0.5504
H: -1.3635 -2.2565 -0.4605
H: 0.3208 -3.3776 0.9802
H: 0.9315 -2.0480 2.0456
H: 2.8617 -1.3376 -0.3124
H: 0.8196 -2.0813 -1.8083
H: -0.7118 0.3631 -2.1458
H: -1.5442 2.7124 -1.9641
H: -0.7902 4.1037 -0.1605
H: 1.6400 1.1464 1.2826

C28H46AlBrCl45OP2S | ωB97M-V with the def2-TZVPD basis set

**LUMO level**: 1.23 eV
**Spin multiplicity**: 1
**M**: 2194.96 g mol⁻¹
**DFT total energy**: -25775.4638 hartree
**Gap between HOMO and LUMO**: 5.43 eV
**HOMO level**: -0.1543 Eh
**Net charge**: -1

Geometry (Å):
C: 3.8566 4.2884 1.5849
C: 3.5165 3.8245 0.0300
O: 2.1342 3.3536 -0.1550
C: 1.1617 4.4612 -0.1165
C: -0.3802 3.8790 0.1475
C: -0.7482 2.5820 -0.7952
C: -1.4498 1.3753 0.0934
C: -0.7223 -0.0892 -0.0810
Al: 0.4052 -0.6422 1.5930
C: 1.5351 -2.2481 0.9945
C: 3.1569 -2.0455 1.1245
C: 3.8420 -2.1504 -0.3910
Br: 4.0328 -3.4877 2.2632
P: 1.7476 1.1560 2.3164
S: 2.7206 0.7365 3.9926
P: -1.0605 -1.1524 3.3310
C: -0.2912 -0.6904 5.0603
C: -2.6591 -0.0682 3.2633
C: -2.4079 1.4788 3.8152
H: 3.1390 5.1146 2.0015
H: 3.7686 3.3557 2.3093
H: 4.9525 4.7496 1.5647
H: 3.8319 4.6303 -0.7770
H: 4.2267 2.8880 -0.1762
H: 1.1294 5.0081 -1.1520
H: 1.3764 5.2647 0.7171
H: -0.4974 3.6662 1.3122
H: -1.1002 4.7786 -0.0858
H: -1.5468 2.9449 -1.6002
H: 0.1701 2.1490 -1.4011
H: -1.3525 1.6622 1.2391
H: -2.5813 1.2532 -0.1821
H: -1.5850 -0.8995 -0.2340
H: -0.0721 -0.1480 -1.0804
H: 1.2435 -3.1542 1.6965
H: 1.2976 -2.5476 -0.1354
H: 3.4973 -1.0237 1.5824
H: 3.7267 -1.1385 -0.9716
H: 3.3486 -3.0375 -0.9833
H: 4.9915 -2.4101 -0.3052
H: 2.8024 1.2829 1.3061
H: 0.9282 2.3363 2.4177
H: 0.6559 -1.3272 5.3213
H: -0.0205 0.4581 4.9766
H: -1.1290 -0.7526 5.9066
H: -3.2218 -0.1174 2.2383
H: -3.3974 -0.5599 4.0618
H: -2.9679 2.2089 3.0546
H: -2.8748 1.6556 4.8945
H: -1.2750 1.7938 3.7772
C: -1.9905 -4.2463 -0.8968
Cl: -3.1652 -5.5611 -0.7210
Cl: -2.1294 -3.4978 -2.4968
Cl: -2.2157 -3.0363 0.3778
H: -0.9862 -4.6664 -0.7992
C: 1.2929 -5.2838 4.9112
Cl: 1.9166 -6.2060 3.5329
Cl: 0.4002 -3.8585 4.3533
Cl: 0.2619 -6.3050 5.9278
H: 2.1414 -4.9455 5.5115
C: -6.0529 0.6284 5.9889
Cl: -6.0587 1.4017 4.3947
Cl: -4.3925 0.3165 6.5229
Cl: -6.9083 1.6334 7.1711
H: -6.5745 -0.3288 5.9092
C: -4.1357 5.5787 3.2274
Cl: -4.9542 6.9077 4.0660
Cl: -2.3776 5.7340 3.3829
Cl: -4.6805 4.0153 3.8587
H: -4.3935 5.6303 2.1665
C: 7.3907 -0.3136 0.5020
Cl: 7.2031 0.7655 -0.8907
Cl: 6.0486 -0.1008 1.6391
Cl: 7.4954 -2.0011 -0.0280
H: 8.3208 -0.0554 1.0149
C: -5.0635 -3.6839 -5.3127
Cl: -4.9030 -4.2271 -3.6339
Cl: -6.0248 -2.1978 -5.3965
Cl: -3.4677 -3.4345 -6.0412
H: -5.5824 -4.4620 -5.8783
C: -7.4146 9.8939 4.1508
Cl: -9.0134 10.0430 4.8997
Cl: -6.9227 11.4326 3.4228
Cl: -6.2171 9.3582 5.3417
H: -7.4736 9.1420 3.3597
C: 10.8389 -2.2936 -1.6889
Cl: 11.1754 -0.7129 -0.9625
Cl: 9.6896 -2.1309 -3.0277
Cl: 12.3390 -3.0545 -2.2457
H: 10.3902 -2.9347 -0.9259
C: -8.9685 -5.5254 -4.7087
Cl: -7.6775 -5.3261 -5.9057
Cl: -8.2929 -5.6053 -3.0726
Cl: -10.1420 -4.2038 -4.8333
H: -9.4861 -6.4660 -4.9138
C: -1.3642 5.3351 -3.6674
Cl: -0.6036 3.7348 -3.6833
Cl: -2.8974 5.2864 -2.7807
Cl: -0.2723 6.5359 -2.9567
H: -1.5726 5.6275 -4.6998
C: -10.9182 -6.5841 -7.6171
Cl: -12.2656 -7.0677 -6.5731
Cl: -9.4718 -7.5389 -7.2486
Cl: -11.3602 -6.7580 -9.3241
H: -10.6943 -5.5316 -7.4250
C: 15.6793 -1.2626 -1.8830
Cl: 16.9703 -1.0633 -3.0801
Cl: 16.3549 -1.3425 -0.2469
Cl: 14.5058 0.0590 -2.0076
H: 15.1617 -2.2032 -2.0881
C: 16.0069 -0.4752 3.4669
Cl: 15.1885 0.8538 4.3054
Cl: 17.7651 -0.3199 3.6224
Cl: 15.4622 -2.0385 4.0982
H: 15.7492 -0.4236 2.4059
C: -15.2105 -7.5106 -3.6884
Cl: -14.0822 -8.8708 -3.5608
Cl: -16.5379 -7.6926 -2.5290
Cl: -14.3653 -5.9749 -3.4306
H: -15.6322 -7.5065 -4.6968
C: 1.9721 4.4894 -7.0520
Cl: 0.9881 5.2082 -5.7657
Cl: 1.9360 2.7210 -6.9483
Cl: 1.4091 5.0310 -8.6423
H: 3.0053 4.8210 -6.9212

C4H2N2O | ωB97M-V with the def2-TZVPD basis set

**Relative energy (zero: lowest compared OMol25 entry of this formula, charge and spin)**: 7.8 kcal per mole
**LUMO level**: 0.26 eV
**SMILES**: N#Cc1cnco1
**Spin multiplicity**: 1
**M**: 94.07 g mol⁻¹
**DFT total energy**: -338.3289 hartree
**Gap between HOMO and LUMO**: 10.24 eV
**HOMO level**: -0.3666 Eh

Geometry (Å):
N: 2.8460 -0.0360 0.0293
C: 1.7119 0.0571 -0.0229
C: 0.2776 0.1217 -0.0622
C: -0.6269 1.0872 0.0331
N: -1.8272 0.6373 -0.0206
C: -1.6466 -0.6987 0.0053
O: -0.3297 -1.0427 0.0028
H: -0.4042 2.1457 0.0731
H: -2.3860 -1.4175 0.1234

C7H12N2O5 | ωB97M-V with the def2-TZVPD basis set

**Relative energy (zero: lowest compared OMol25 entry of this formula, charge and spin)**: 2.2 kcal per mole
**LUMO level**: 0.52 eV
**SMILES**: N[C@@H](CCC(=O)O)C(=O)NCC(=O)O
**Spin multiplicity**: 1
**M**: 204.18 g mol⁻¹
**DFT total energy**: -759.7091 hartree
**Gap between HOMO and LUMO**: 10.48 eV
**HOMO level**: -0.3661 Eh

Geometry (Å):
N: 1.3654 2.8390 -0.1954
C: 1.2492 1.4151 0.1979
C: 0.2363 1.2656 1.3215
C: -1.1751 1.7578 1.1053
C: -1.9878 0.8449 0.2428
O: -1.7612 -0.2923 -0.0839
O: -3.1393 1.4615 -0.1701
C: 0.8492 0.5636 -1.0643
O: 0.3981 1.1334 -2.0769
N: 0.9996 -0.7785 -1.0470
C: 1.6858 -1.6284 -0.0927
C: 0.8047 -2.7414 0.4875
O: 1.2254 -3.6637 1.1252
O: -0.5397 -2.5897 0.2700
H: 0.5618 3.0091 -0.8040
H: 2.2118 2.8971 -0.7654
H: 2.2364 1.0517 0.5384
H: 0.2160 0.2143 1.6601
H: 0.6140 1.7734 2.2097
H: -1.2125 2.7678 0.6794
H: -1.7085 1.8199 2.0728
H: -3.5809 0.8051 -0.7473
H: 0.7706 -1.1610 -1.9652
H: 2.0804 -1.0362 0.7357
H: 2.5358 -2.1455 -0.5652
H: -0.7201 -1.6762 -0.0554

C3H11NO3 | ωB97M-V with the def2-TZVPD basis set

**Relative energy (zero: lowest compared OMol25 entry of this formula, charge and spin)**: 75.0 kcal per mole
**LUMO level**: 0.73 eV
**SMILES**: CNCC=O.O.O
**Spin multiplicity**: 1
**M**: 109.12 g mol⁻¹
**DFT total energy**: -401.2935 hartree
**Gap between HOMO and LUMO**: 10.52 eV
**HOMO level**: -0.3599 Eh

Geometry (Å):
C: 0.9214 -1.8916 -0.3828
N: -0.2027 -0.9311 -0.3257
C: -0.0862 -0.3963 1.0553
C: -0.3348 1.1091 1.0244
O: 0.3636 2.0494 1.4109
H: 0.7452 -2.9054 -1.0031
H: 2.0218 -1.7336 -0.7091
H: 0.9446 -2.4443 0.6002
H: -0.0206 -0.2617 -0.9828
H: 0.9514 -0.5635 1.4524
H: -0.7687 -1.0333 1.6839
H: -1.1135 1.4215 0.2883
O: 1.7280 2.7169 -1.3223
H: 2.6742 2.5339 -1.4337
H: 1.6966 2.7878 -0.3553
O: -3.1006 0.2137 -0.0793
H: -3.9714 -0.2776 -0.3647
H: -2.4482 -0.3937 -0.5565

CH9N4 | ωB97M-V with the def2-TZVPD basis set

**Relative energy (zero: lowest compared OMol25 entry of this formula, charge and spin)**: 25.3 kcal per mole
**LUMO level**: -3.05 eV
**Spin multiplicity**: 1
**M**: 77.11 g mol⁻¹
**DFT total energy**: -262.3040 hartree
**Gap between HOMO and LUMO**: 11.27 eV
**HOMO level**: -0.5262 Eh
**Net charge**: +1

Geometry (Å):
C: -1.3783 -0.0138 0.0044
N: -1.2506 1.2906 0.0218
N: -0.0240 -0.8419 0.1595
N: -2.5063 -0.6733 -0.0760
N: 2.5180 0.0616 -0.0344
H: -2.0547 1.9025 0.0135
H: -0.3348 1.7066 0.0976
H: 0.8769 -0.3514 -0.0127
H: -0.1236 -1.7794 -0.1817
H: -2.5278 -1.6800 -0.0432
H: -3.3945 -0.1943 -0.0975
H: 2.7965 0.6560 0.7385
H: 2.9723 -0.8337 0.1185
H: 2.9099 0.4567 -0.8801

C2H3NOS | ωB97M-V with the def2-TZVPD basis set

**Relative energy (zero: lowest compared OMol25 entry of this formula, charge and spin)**: 130.6 kcal per mole
**LUMO level (alpha / beta)**: -0.94 / -0.94 eV
**Spin multiplicity**: 1
**M**: 89.12 g mol⁻¹
**DFT total energy**: -605.9792 hartree
**Gap between HOMO and LUMO (alpha / beta)**: 8.38 / 8.38 eV
**HOMO level (alpha / beta)**: -0.3423 / -0.3423 Eh

Geometry (Å):
C: 0.0020 1.6208 -0.1433
C: -0.0625 -0.6347 -0.0928
N: -0.6636 0.5186 -0.3175
O: -0.5607 -3.1654 0.5693
S: -1.0122 -1.9494 -0.0164
H: -0.6312 2.5676 -0.1423
H: 1.0427 1.5320 0.1464
H: 1.8856 -0.4894 -0.0032

C3H3IO | ωB97M-V with the def2-TZVPD basis set

**Relative energy (zero: lowest compared OMol25 entry of this formula, charge and spin)**: 39.6 kcal per mole
**LUMO level**: -0.56 eV
**SMILES**: C#CC=O.I
**Spin multiplicity**: 1
**M**: 181.96 g mol⁻¹
**DFT total energy**: -488.9289 hartree
**Gap between HOMO and LUMO**: 9.07 eV
**HOMO level**: -0.3538 Eh

Geometry (Å):
C: -2.5219 0.2128 0.5927
C: -1.4868 -0.2556 0.1810
C: -0.2708 -0.6408 -0.4670
O: 0.7957 -0.1432 -0.2299
H: -3.3031 0.9320 0.6897
H: -0.2387 -1.6321 -1.2062
I: 4.2393 0.8974 0.4474
H: 2.7862 0.6295 -0.0078

C5H13NO | ωB97M-V with the def2-TZVPD basis set

**Relative energy (zero: lowest compared OMol25 entry of this formula, charge and spin)**: 36.0 kcal per mole
**LUMO level**: 0.92 eV
**SMILES**: CC[C@@H](C)NCO
**Spin multiplicity**: 1
**M**: 103.16 g mol⁻¹
**DFT total energy**: -328.2614 hartree
**Gap between HOMO and LUMO**: 9.53 eV
**HOMO level**: -0.3161 Eh

Geometry (Å):
C: 2.1298 0.4215 -1.3013
C: 1.1664 -0.4164 -0.3025
C: -0.2770 0.1893 -0.3392
C: -1.0406 0.1296 -1.6534
N: -1.0666 -0.5492 0.6842
C: -0.7077 -0.2221 2.0721
O: -1.8201 0.3788 2.7231
H: 2.6046 1.2163 -0.7435
H: 2.8046 -0.2698 -1.8008
H: 1.4254 0.7533 -2.0498
H: 1.3090 -1.4629 -0.5711
H: 1.5703 -0.2262 0.6856
H: -0.0489 1.1720 0.0707
H: -1.9862 0.6664 -1.5622
H: -0.4162 0.5746 -2.4279
H: -1.2033 -0.9185 -1.9003
H: -2.0597 -0.4904 0.5801
H: 0.1261 0.5032 2.1101
H: -0.2781 -1.1097 2.5105
H: -2.2319 -0.3398 3.2156